1.
C10H10N6S in the gas phase in a non-equilibrium geometry. Source: OMol25; level of theory: the ωB97M-V functional and the def2-TZVPD basis.

Calculated values
Largest force on an atom (eV/A): 1.72
SMILES string: Cn1nnnc1SCc1nc2ccccc2[nH]1
Calculated total energy (eV): -30307.399

Geometry as XYZ:
```
27
Properties=species:S:1:pos:R:3:forces:R:3
C -4.323 0.413 -1.876 -0.143 0.222 -0.430
N -4.077 -0.205 -0.611 1.137 0.103 1.285
C -3.111 0.056 0.307 -0.587 -0.348 -0.252
N -3.279 -0.764 1.325 0.904 0.840 -0.001
N -4.329 -1.508 1.020 -0.620 -0.840 0.386
N -4.816 -1.200 -0.106 -0.917 -0.230 -0.852
S -1.926 1.293 0.110 0.303 0.309 0.046
C -0.820 0.876 1.528 -0.392 0.169 -0.311
C 0.497 0.430 1.031 0.195 -0.155 -0.013
N 0.838 -0.808 0.833 -0.603 -0.182 0.293
C 2.120 -0.773 0.350 0.390 0.727 -0.152
C 2.971 -1.808 -0.023 -0.025 0.110 0.018
C 4.226 -1.468 -0.481 0.050 -0.192 -0.028
C 4.641 -0.137 -0.572 0.059 0.137 -0.016
C 3.813 0.906 -0.207 0.049 0.131 -0.010
C 2.551 0.572 0.254 0.176 -0.674 -0.133
N 1.489 1.318 0.696 -0.167 0.139 0.086
H 1.441 2.322 0.752 -0.006 -0.097 0.028
H 4.135 1.935 -0.278 0.074 0.082 -0.023
H 5.634 0.080 -0.937 0.074 0.025 -0.027
H 4.912 -2.247 -0.779 0.049 -0.068 -0.022
H 2.648 -2.834 0.049 -0.040 -0.130 0.008
H -1.326 0.076 2.066 0.121 0.075 0.096
H -0.742 1.778 2.134 -0.051 -0.103 0.061
H -4.646 1.446 -1.736 -0.028 -0.060 -0.040
H -5.107 -0.154 -2.374 0.062 0.051 0.005
H -3.412 0.404 -2.477 -0.063 -0.042 -0.004
```
Forces are in eV/Å.

These are the natural (NBO) partial charges, in e, on atoms 1 to 2:
1 C -0.419
2 N -0.201

***

2.
A molecular structure, C10H10NO in a non-equilibrium geometry. Source: OMol25; level of theory: the ωB97M-V functional and the def2-TZVPD basis.

Calculated values
Largest force on an atom (eV/A): 3.08
Calculated total energy (eV): -14061.386
Net charge: +1

Geometry as XYZ:
```
22
Properties=species:S:1:pos:R:3:forces:R:3
C 2.864 -1.176 0.045 -0.020 -0.150 -0.024
C 3.243 0.156 -0.050 -0.142 0.058 0.040
C 1.526 -1.514 0.117 0.083 0.206 -0.017
C 2.299 1.171 -0.047 -0.254 0.103 0.014
C 0.583 -0.499 0.104 -3.073 -0.118 0.098
C 0.954 0.846 0.037 0.290 -0.430 -0.052
C -1.984 -1.493 -0.244 0.325 0.502 0.425
C -0.957 -0.734 0.137 2.891 -0.130 -0.222
C -2.962 -0.382 0.044 -0.662 -0.404 -0.316
C -1.275 1.617 -0.272 -0.331 0.559 -0.650
N -1.776 0.438 0.489 0.324 0.320 0.473
O 0.027 1.876 0.102 0.250 -0.055 0.212
H 3.615 -1.948 0.064 0.069 -0.085 -0.014
H 4.288 0.409 -0.122 0.105 0.046 0.009
H 1.202 -2.537 0.202 0.017 -0.190 -0.026
H 2.588 2.208 -0.107 0.041 0.122 -0.007
H -2.098 -2.490 -0.616 -0.003 -0.202 -0.170
H -3.442 0.054 -0.832 0.023 0.100 0.039
H -3.693 -0.541 0.834 0.045 0.147 0.063
H -1.375 1.368 -1.340 0.045 -0.048 0.232
H -1.856 2.513 -0.034 0.016 -0.267 -0.018
H -1.771 0.660 1.490 -0.037 -0.084 -0.089
```
Forces are in eV/Å.

These are the natural (NBO) partial charges, in e, on atoms 1 to 2:
1 C -0.203
2 C -0.151

***

3.
A molecular structure, C10H10NO3STi. Source: OMol25; level of theory: the ωB97M-V functional and the def2-TZVPD basis.

Calculated values
Largest force on an atom (eV/A): 0.37
Spin multiplicity: 2
Calculated total energy (eV): -52117.515
⟨S²⟩: 0.754

Geometry as XYZ:
```
26
Properties=species:S:1:pos:R:3:forces:R:3
Ti -0.518 0.716 0.520 -0.001 -0.049 -0.293
O -1.428 -2.662 -1.408 -0.068 0.117 0.024
C -0.683 -1.742 -1.175 0.043 -0.333 -0.154
O -1.115 -0.629 -0.593 0.131 0.118 0.232
C 0.781 -1.821 -1.538 0.091 0.139 0.064
C 1.137 -2.989 -2.221 -0.088 0.002 0.026
C 2.431 -3.242 -2.621 0.035 -0.008 -0.016
C 3.420 -2.307 -2.337 -0.035 -0.032 -0.010
C 3.094 -1.148 -1.665 -0.032 0.023 0.030
C 1.782 -0.874 -1.253 -0.093 -0.051 -0.015
S 1.620 0.707 -0.454 0.033 0.116 0.073
H 0.346 -3.698 -2.420 0.011 -0.008 -0.009
H 2.668 -4.157 -3.147 0.010 0.006 0.000
H 4.444 -2.483 -2.640 0.003 0.013 0.005
H 3.857 -0.414 -1.443 0.015 -0.014 -0.010
N -1.753 2.405 4.088 0.012 0.016 0.021
C -1.597 2.020 2.827 -0.030 0.030 0.079
O -0.678 1.216 2.534 -0.050 -0.056 -0.017
C -2.522 2.515 1.754 0.064 -0.046 -0.181
C -1.773 2.453 0.419 0.030 -0.102 -0.034
H -1.137 2.039 4.796 -0.008 0.008 0.004
H -2.480 3.047 4.346 0.008 0.006 -0.002
H -2.950 3.486 2.020 0.015 0.000 0.088
H -3.353 1.799 1.737 -0.039 0.036 0.048
H -1.129 3.331 0.297 -0.026 0.031 0.027
H -2.464 2.433 -0.425 -0.029 0.038 0.021
```
Forces are in eV/Å.

These are the natural (NBO) partial charges, in e, on atoms 1 to 2:
1 Ti 1.501
2 O -0.585

***

4.
2 unconnected molecules or ions with the total composition C10H10O in a non-equilibrium geometry. Source: OMol25; level of theory: the ωB97M-V functional and the def2-TZVPD basis.

Calculated values
Largest force on an atom (eV/A): 2.04
SMILES string: C#CC#CC#C.CC(C)C=O
Calculated total energy (eV): -12573.574

Geometry as XYZ:
```
21
Properties=species:S:1:pos:R:3:forces:R:3
C 2.942 -0.883 1.493 0.862 -0.307 1.526
C 2.044 -0.527 0.384 -0.687 -0.223 -1.132
C 0.757 0.171 0.818 -0.129 -0.067 -0.251
C 2.789 0.351 -0.593 1.127 1.190 0.803
C -2.362 1.834 -3.045 0.074 0.260 -0.378
C -2.491 1.135 -2.080 -0.324 -0.513 0.840
C -2.664 0.349 -0.940 0.311 0.818 -1.404
C -2.722 -0.340 0.037 0.013 -1.008 1.770
C -2.669 -1.070 1.236 -0.095 0.102 -0.377
C -2.566 -1.684 2.273 0.184 0.888 -1.004
H 3.226 0.064 1.970 0.164 -0.317 0.165
H 2.517 -1.544 2.265 -0.147 0.276 -0.384
H 3.859 -1.356 1.141 -0.009 0.080 -0.014
H 1.699 -1.398 -0.183 0.221 -0.203 -0.138
H 0.060 -0.550 1.262 0.268 0.255 0.124
H 0.246 0.592 -0.050 -0.033 0.097 0.025
H 0.990 0.975 1.509 -0.150 0.097 0.190
H 2.162 0.745 -1.414 0.200 -0.113 -0.305
H -2.248 2.462 -3.908 -0.025 -0.225 0.287
H -2.306 -2.077 3.218 -0.181 -0.343 0.270
O 3.931 0.759 -0.413 -1.645 -0.746 -0.613
```
Forces are in eV/Å.

These are the natural (NBO) partial charges, in e, on atoms 1 to 2:
1 C -0.606
2 C -0.341

***

5.
C10H10O in the gas phase in a non-equilibrium geometry. Source: OMol25; level of theory: the ωB97M-V functional and the def2-TZVPD basis.

Calculated values
Largest force on an atom (eV/A): 5.56
SMILES string: C=C[C@]1(c2ccccc2)CO1
Calculated total energy (eV): -12576.216

Geometry as XYZ:
```
21
Properties=species:S:1:pos:R:3:forces:R:3
C -0.321 -2.189 -2.128 -1.876 -0.711 -1.200
C -0.072 -0.879 -2.648 0.708 -1.656 1.511
C -0.497 -2.375 -0.779 1.263 1.396 1.287
C 0.319 0.125 -1.778 0.002 -0.700 1.852
C -0.148 -1.352 0.093 0.654 2.921 1.709
C 0.338 -0.096 -0.343 -0.044 -0.241 -2.969
C -1.299 1.121 2.070 0.110 2.156 0.887
C -0.248 1.750 1.527 1.548 0.132 -2.021
C 2.325 1.332 0.683 -0.419 -2.140 -1.513
C 0.883 1.087 0.431 -3.667 -0.267 4.169
O 1.526 2.085 -0.225 0.827 1.423 -0.918
H -0.662 -3.096 -2.729 0.870 1.624 0.195
H 0.010 -0.746 -3.694 -0.152 0.200 -0.895
H -0.702 -3.240 -0.197 -0.571 -1.234 -0.649
H 0.670 1.087 -2.109 -0.089 0.100 -0.344
H -0.266 -1.382 1.203 0.186 -0.805 -1.026
H -2.028 1.632 2.775 1.086 -0.381 -1.105
H -1.521 0.101 1.921 0.024 -0.994 -0.260
H -0.051 2.885 1.534 -0.424 -1.901 0.513
H 2.855 1.720 1.523 -0.420 0.836 0.594
H 2.889 0.577 0.132 0.383 0.243 0.181
```
Forces are in eV/Å.

These are the natural (NBO) partial charges, in e, on atoms 1 to 2:
1 C -0.203
2 C -0.213

***

6.
C10H11BN2O2 in the gas phase in a non-equilibrium geometry. Source: OMol25; level of theory: the ωB97M-V functional and the def2-TZVPD basis.

Calculated values
Largest force on an atom (eV/A): 3.67
Calculated total energy (eV): -18297.169

Geometry as XYZ:
```
26
Properties=species:S:1:pos:R:3:forces:R:3
B -0.239 2.375 0.348 0.343 -2.001 -3.062
C 3.079 0.871 -0.727 -0.855 -1.749 0.908
C 0.233 -1.312 0.655 -0.717 1.788 -0.856
C 4.080 -0.011 -0.476 -1.057 -1.615 1.056
C 2.674 -1.470 0.637 -1.686 1.385 -2.184
C 1.503 -0.725 0.302 0.266 -0.746 0.227
C 1.658 0.571 -0.304 1.300 1.202 1.475
C -0.997 -0.839 0.534 0.526 0.317 0.180
C -3.189 -1.741 -0.093 0.277 -2.250 -0.144
C -2.946 -0.583 -0.981 -1.491 -1.163 -1.409
C -2.381 -0.504 0.391 1.670 -0.021 -0.082
N 3.833 -1.211 0.202 2.934 1.262 -0.699
N 0.759 1.488 -0.213 -1.286 0.422 0.134
O -1.362 2.638 -0.505 0.095 1.200 3.095
O -0.164 2.919 1.580 -2.317 1.785 1.529
H 3.354 1.826 -1.030 -0.064 1.636 -0.844
H 0.340 -2.336 0.931 -0.297 -0.792 0.644
H 5.154 0.069 -0.659 -0.485 0.699 -0.347
H 2.652 -2.391 1.089 -0.832 -2.200 1.549
H -4.229 -1.967 0.263 1.419 0.450 0.132
H -2.507 -2.672 -0.295 -1.674 1.854 0.471
H -2.423 -0.903 -1.844 1.437 0.341 -0.414
H -3.816 -0.048 -1.342 -0.027 0.551 0.876
H -2.798 0.225 1.057 -0.281 -0.005 0.430
H -1.264 2.267 -1.345 0.457 -0.915 -1.814
H -1.005 3.462 1.825 2.345 -1.438 -0.852
```
Forces are in eV/Å.

These are the natural (NBO) partial charges, in e, on atoms 1 to 2:
1 B 1.138
2 C -0.297